[1]
F2HNdO2P | wB97M-V/def2-TZVPD

The geometry in ORCA input format:
```
! wB97M-V def2-TZVPD RIJCOSX def2/J DEFGRID3
* xyz 2 5
Nd 3.4173 0.5445 0.1036
P -0.5962 0.2729 -0.0218
F -0.9294 1.1295 -1.2735
F -1.0003 1.1446 1.1989
O -1.3194 -1.0977 -0.0299
O 0.8383 -0.2323 0.0218
H -0.4103 -1.7616 0.0009
*
```

Results
DFT total energy = -34096.82479 eV
HOMO-LUMO gap (spin up / spin down) = 8.9650 / 10.4746 eV
<S²> = 6.003
maximum force = 4.53 eV Å⁻¹


[2]
C30H33CrN7SSi | wB97M-V/def2-TZVPD

The geometry in ORCA input format:
```
! wB97M-V def2-TZVPD RIJCOSX def2/J DEFGRID3
* xyz 0 5
Cr -0.2936 -1.0035 0.1989
S -2.0030 -1.3204 -1.5507
Si -1.1875 3.1297 -2.4162
N -0.5563 -3.5261 -1.4461
N -1.4197 -1.5455 1.7554
N 0.0965 -2.9447 -0.3653
N 1.4730 -1.3862 1.2121
N -0.5029 0.7476 0.9826
N 0.7678 0.0108 -1.2222
N -2.3244 -3.6380 -2.8821
C -1.7985 1.8483 2.8263
C -2.4772 -0.7068 3.7784
C 3.7750 -2.0886 2.5195
C -1.3777 1.7323 -3.6517
C 0.3626 3.9756 -2.8896
C -2.5708 -3.0511 3.2007
C -1.7950 -2.7718 2.0778
C 1.9389 3.4828 0.5571
C -1.5951 -2.8838 -2.0081
C -2.8727 -2.0205 4.0781
C 1.7755 -4.7575 -0.4880
C -2.5387 4.3528 -2.5969
C -1.7475 -0.5109 2.5534
C 1.0764 1.2489 -0.8076
C -2.7767 0.4479 4.5729
C 3.2344 -0.8042 2.6909
C 2.7676 3.0068 -0.4925
C 3.0526 1.1076 -2.1654
C 1.9903 -2.6010 0.9759
C 1.2914 -3.4312 0.0425
C 2.0984 -0.4838 2.0124
C -1.3282 0.7728 2.0667
C -1.2501 2.4559 -0.6126
C 0.7393 2.9232 0.9094
C 3.1643 -2.9603 1.6897
C 2.6246 -0.0815 -2.6691
C -2.4847 1.6616 4.0550
C 2.3363 1.8310 -1.1495
C 0.0121 1.8818 0.1189
C 1.4874 -0.6419 -2.1308
H -2.0145 1.6382 -0.6786
H 0.2018 3.3712 1.7375
H -1.4511 2.0385 -4.6785
H 3.5471 -0.0911 3.4594
H 1.1107 -1.6067 -2.4374
H 0.2682 4.4942 -3.8537
H 3.4724 -3.9813 1.7730
H 3.9515 1.6131 -2.5087
H 1.0991 -5.5516 -0.2104
H -3.5818 3.9992 -2.4424
H -1.6752 3.2152 0.0377
H 2.3260 4.3462 1.1318
H -2.7002 2.5938 4.5913
H -2.2065 1.0722 -3.4147
H 1.1889 3.2902 -3.0780
H -1.4477 -3.5497 1.4018
H -2.4189 5.2935 -2.0843
H 4.6018 -2.3551 3.1930
H 1.8735 -4.7187 -1.6004
H -2.7398 -4.0969 3.4376
H -0.4193 1.1820 -3.6555
H 3.6978 3.5005 -0.8026
H -3.3935 -2.3002 5.0173
H -0.2663 -4.4205 -1.7594
H -1.6335 2.9008 2.5491
H 1.5703 0.4492 2.1283
H 0.7915 4.5933 -2.1653
H 3.1717 -0.6509 -3.4479
H -1.8730 -4.3549 -3.4309
H -2.5405 4.6414 -3.6711
H 2.7691 -5.0224 -0.0648
H -3.1400 -3.2747 -3.3010
H -3.3036 0.2842 5.4981
*
```

Results
DFT total energy = -89210.75469 eV
HOMO-LUMO gap (spin up / spin down) = 4.6373 / 3.2588 eV
<S²> = 6.114
maximum force = 3.79 eV Å⁻¹
relative energy (zero: lowest compared OMol25 entry of this formula, charge and spin) = 1.7 kcal/mol


[3]
C3H9N2S | wB97M-V/def2-TZVPD

The geometry in ORCA input format:
```
! wB97M-V def2-TZVPD RIJCOSX def2/J DEFGRID3
* xyz -1 1
S -2.0694 -0.8900 -2.1310
N -0.3744 -1.3781 0.5943
N 0.8775 1.0961 1.8145
C -0.3972 -0.0357 -0.0540
C 0.8425 0.7257 0.3880
C -0.4800 -0.1437 -1.5751
H 1.0108 1.6147 -0.2116
H 0.3530 -0.6847 -2.0267
H 0.6214 0.2626 2.3467
H 0.1212 1.7566 1.9664
H 0.5636 -1.7413 0.4226
H -1.3293 0.4219 0.2886
H -0.4559 0.8684 -1.9837
H -0.9699 -1.9350 -0.0293
H 1.6861 0.0624 0.1904
*
```

Results
DFT total energy = -17073.37195 eV
HOMO-LUMO gap = 6.6286 eV
maximum force = 1.06 eV Å⁻¹
relative energy (zero: lowest compared OMol25 entry of this formula, charge and spin) = 3.6 kcal/mol


[4]
C27H44Cl3N4O4PSSe2Ta | wB97M-V/def2-TZVPD

The geometry in ORCA input format:
```
! wB97M-V def2-TZVPD RIJCOSX def2/J DEFGRID3
* xyz 3 1
Ta -0.6677 -0.2260 0.5035
Se 0.1242 -1.6984 -1.4055
Se 1.5409 -0.5101 1.5810
Cl -3.6164 -3.0364 3.0451
Cl -3.5573 -4.0437 0.2963
Cl -5.3303 -1.8674 1.0077
S -0.9689 2.2014 0.8826
P 1.6996 -2.2032 0.0858
O -1.7471 0.6849 -1.6448
O -1.4342 -2.0786 1.1491
O -2.8060 -0.4374 0.8253
O 0.9055 1.2664 -1.1294
N -1.2030 -0.3000 3.2459
N -0.4753 3.0767 3.3133
N -2.7157 2.7628 2.8588
N -0.0248 -0.0366 4.0139
C 1.1632 -6.2909 1.9923
C 0.6061 4.7626 4.7508
C -1.1047 1.7519 -2.3621
C -4.1578 3.9617 1.2328
C -5.5681 4.9451 3.1332
C 5.8118 -2.4761 -1.8118
C -4.3918 5.1427 2.1787
C -2.8112 0.0332 -2.3631
C -1.4508 2.7016 2.5090
C -3.7840 -2.6221 1.3075
C -3.8656 2.6397 1.9483
C 0.3529 -4.6248 0.4594
C 2.1752 -5.4355 2.4156
C 4.7615 -3.2689 -2.2604
C 0.3796 1.4870 -2.4466
C -0.5893 3.8267 4.5761
C 0.5620 6.0451 3.9127
C 1.3765 -3.7813 0.8781
C 5.6305 -1.5782 -0.7679
C 3.3404 -2.2360 -0.6385
C 3.5133 -3.1558 -1.6755
C 4.3858 -1.4447 -0.1740
C -2.6272 -1.6581 1.0657
C 2.2879 -4.1736 1.8626
C 1.8675 2.2540 -0.7284
C 0.2528 -5.8859 1.0254
C 0.5938 5.8500 2.3959
H -1.2907 2.6799 -1.8188
H -0.3454 -4.3157 -0.3078
H -0.3064 5.3591 2.0195
H 1.4179 3.2470 -0.6814
H -2.4227 -0.5023 -3.2308
H 0.6546 6.8220 1.9092
H -1.5175 4.4044 4.5846
H -3.5503 0.7664 -2.6841
H 0.0327 -0.6385 4.8285
H -5.7287 5.8484 3.7192
H -4.7226 2.3403 2.5483
H -5.4079 4.1226 3.8359
H -0.5310 -6.5565 0.7001
H -3.3249 4.1938 0.5619
H -0.0325 0.9240 4.3226
H 0.5833 0.5953 -3.0400
H 2.7017 2.2550 -1.4296
H -1.3588 -1.3029 3.2999
H -3.4809 5.3603 2.7487
H 1.4722 5.2720 2.0918
H 2.8796 -5.7561 3.1710
H -4.5881 6.0223 1.5653
H -6.4891 4.7454 2.5846
H -1.5192 1.8294 -3.3667
H 4.9094 -3.9790 -3.0625
H -2.9323 3.2243 3.7357
H 0.8722 2.3387 -2.9152
H -3.2897 -0.6638 -1.6791
H 2.2311 1.9655 0.2549
H -5.0514 3.8089 0.6244
H 0.6420 5.0465 5.8029
H 4.2240 -0.7453 0.6368
H 1.5289 4.2086 4.5401
H -0.3213 6.6252 4.1889
H 6.7826 -2.5575 -2.2820
H -2.0257 0.1335 3.6617
H 3.0788 -3.4971 2.1678
H 1.0909 -7.2849 2.4127
H -3.6573 1.8509 1.2282
H 2.6850 -3.7691 -2.0127
H -0.6269 3.1180 5.4089
H 6.4630 -0.9857 -0.4139
H 0.4551 3.0521 2.9207
H 1.4303 6.6397 4.1982
*
```

Results
DFT total energy = -232777.02513 eV
HOMO-LUMO gap = 6.5006 eV
maximum force = 1.46 eV Å⁻¹
relative energy (zero: lowest compared OMol25 entry of this formula, charge and spin) = 0.0 kcal/mol


> Which value of DFT total energy does entry 2 give?

-89210.75469 eV


> Which value of maximum force does entry 4 give?

1.46 eV Å⁻¹


> The highest DFT total energy belongs to which entry?

C3H9N2S


> What is the maximum force in the second record?

3.79 eV Å⁻¹